Record 1
{
  "formula": "CH30Cu2O18",
  "method": "ωB97M-V/def2-TZVPD",
  "species": ["Cu", "Cu", "C", "O", "O", "O", "O", "H", "H", "O", "H", "H", "O", "H", "H", "O", "H", "H", "O", "H", "H", "O", "H", "H", "O", "H", "H", "O", "H", "H", "O", "H", "H", "O", "H", "H", "O", "H", "H", "O", "H", "H", "O", "H", "H", "O", "H", "H", "O", "H", "H"],
  "coordinates": [[1.446, 1.080, 1.246], [0.720, -1.056, -1.503], [0.002, 0.040, 0.204], [1.391, -0.238, 0.139], [-0.306, 0.729, 1.311], [-0.723, -0.458, -0.591], [1.833, -2.556, -1.413], [1.569, -3.494, -1.372], [2.779, -2.535, -1.520], [1.493, 0.377, -2.516], [2.289, 0.500, -1.952], [0.866, 1.094, -2.311], [0.339, 3.254, 2.421], [-0.382, 2.676, 2.076], [0.188, 4.065, 2.029], [-2.355, 2.713, 1.969], [-2.972, 3.389, 1.900], [-2.691, 2.048, 1.359], [-2.430, -2.587, -0.728], [-1.869, -1.808, -0.674], [-2.364, -3.300, -0.080], [-0.918, 2.021, -1.779], [-1.176, 1.188, -1.402], [-1.603, 2.626, -1.482], [0.054, 0.496, 3.991], [-0.134, -0.438, 4.110], [0.058, 0.699, 3.076], [2.662, 2.470, 0.329], [1.962, 2.924, -0.066], [3.182, 3.163, 0.725], [3.749, -1.575, 1.001], [3.256, -0.887, 0.596], [3.288, -2.298, 1.465], [-0.340, -1.861, -3.020], [-0.687, -1.913, -3.919], [-0.509, -2.732, -2.830], [3.890, 0.663, -1.319], [3.682, 1.182, -0.546], [4.694, 0.284, -1.006], [-3.365, -0.667, -2.758], [-2.913, -1.335, -2.253], [-4.232, -1.042, -2.940], [1.010, -2.656, 1.597], [1.255, -2.056, 0.889], [0.134, -2.376, 1.907], [-2.138, -1.125, 2.039], [-2.504, -0.369, 2.532], [-1.468, -0.640, 1.513], [-3.182, 1.103, -0.036], [-2.537, 0.384, 0.060], [-4.001, 0.822, -0.465]],
  "forces_ev_per_a": [[5.2, 5.6, 4.4], [1.3, -2.5, -3.4], [4.6, 1.5, 6.1], [-2.9, -2.3, -1.3], [-3.8, -1.9, -2.9], [-5.8, 0.1, -0.7], [0.7, -2.9, 0.0], [0.3, 0.5, 0.1], [0.7, 0.0, 0.0], [0.8, 2.0, -1.0], [-0.2, 0.2, -0.6], [0.4, 0.1, -0.3], [0.5, -3.0, 0.7], [0.2, 0.7, 0.5], [-0.6, 2.7, -1.1], [1.6, -1.6, 0.4], [-1.7, 2.1, 0.0], [-0.1, -0.3, -0.4], [-1.1, -0.7, -1.3], [0.5, -0.5, 1.2], [0.6, 1.0, 0.2], [0.6, 0.8, -0.3], [-0.5, -0.6, 0.1], [0.0, 0.0, 0.0], [0.2, 0.0, 2.2], [0.0, 0.0, -0.4], [-0.3, -0.1, -1.2], [1.9, -0.6, 0.8], [-2.0, 1.2, -1.3], [0.5, 0.4, 0.6], [2.3, -1.6, 0.6], [-1.7, 0.3, -0.1], [-0.5, 1.2, -0.5], [-0.7, 1.6, -2.6], [0.1, 1.1, -0.5], [-0.5, -3.5, 1.7], [0.0, 0.1, -0.1], [-0.8, 0.8, 0.3], [1.2, -1.0, -0.2], [-0.4, 0.7, -0.5], [0.2, -0.7, 0.3], [0.0, 0.0, 0.0], [-0.4, -0.6, 0.4], [-0.1, 0.4, -0.2], [0.3, 0.0, -0.1], [0.1, 0.6, -0.1], [0.0, -0.5, 0.1], [-0.4, -0.4, 0.7], [0.0, 0.5, 0.1], [-0.7, -0.2, -0.4], [0.6, -0.5, 0.0]],
  "gap_ev": 6.35,
  "lumo_ha": -0.005,
  "largest_force_ha_per_bohr": 0.172,
  "total_energy_ev": -127655.7741,
  "spin_multiplicity": 1
}

Record 2
{
  "formula": "CH31O18",
  "method": "ωB97M-V/def2-TZVPD",
  "species": ["C", "O", "O", "O", "H", "O", "H", "H", "O", "H", "H", "O", "H", "H", "O", "H", "H", "O", "H", "H", "O", "H", "H", "O", "H", "H", "O", "H", "H", "O", "H", "H", "O", "H", "H", "O", "H", "H", "O", "H", "H", "O", "H", "H", "O", "H", "H", "O", "H", "H"],
  "coordinates": [[2.411, -3.410, 12.348], [2.982, -3.586, 13.435], [1.354, -4.236, 12.127], [2.848, -2.661, 11.456], [1.365, -4.985, 12.723], [-0.797, -3.817, 14.502], [-1.336, -3.925, 15.256], [0.067, -4.196, 14.767], [-0.372, -7.198, 10.604], [0.518, -6.896, 10.646], [-0.904, -6.435, 10.414], [1.572, -3.101, 9.324], [0.776, -2.552, 9.351], [1.731, -3.268, 10.255], [4.612, -6.041, 11.739], [3.833, -6.199, 12.245], [5.264, -5.785, 12.405], [3.501, -5.815, 14.473], [3.432, -4.987, 14.017], [4.384, -6.170, 14.525], [-2.153, -6.372, 13.375], [-1.877, -6.218, 14.277], [-1.315, -6.291, 12.963], [0.683, -6.371, 14.143], [1.431, -6.799, 14.488], [0.091, -6.328, 14.862], [3.912, -1.913, 9.239], [4.834, -1.657, 9.295], [3.623, -2.032, 10.151], [1.820, -2.011, 15.367], [1.303, -2.782, 15.643], [2.514, -2.288, 14.753], [2.160, -6.521, 9.917], [2.653, -7.255, 9.625], [2.368, -6.611, 10.862], [5.627, -3.597, 12.792], [5.887, -3.928, 13.660], [4.713, -3.371, 12.824], [-0.808, -1.562, 12.839], [-1.707, -1.464, 13.142], [-0.573, -2.439, 13.110], [4.082, -3.428, 16.746], [3.159, -3.400, 16.550], [4.474, -2.978, 15.947], [4.405, -0.832, 12.339], [3.628, -1.295, 11.978], [4.465, -0.971, 13.282], [-1.372, -4.575, 11.227], [-2.168, -4.118, 11.531], [-0.744, -4.012, 11.673]],
  "forces_ev_per_a": [[1.4, -0.2, -1.0], [0.5, 0.3, 1.9], [-0.6, 0.8, -1.4], [-2.1, -0.9, 1.3], [0.0, -0.2, 0.8], [1.7, -0.4, -0.6], [-1.1, 0.0, 1.3], [-0.5, 0.3, -0.6], [-1.3, -1.5, 0.5], [1.0, 0.5, -0.5], [-0.3, 0.8, 0.0], [-1.4, -0.1, -0.8], [0.2, -0.1, -0.2], [0.3, 0.0, -0.3], [0.9, -0.4, -0.6], [-0.8, -0.2, 0.8], [-0.1, 0.4, -0.4], [-0.6, -2.6, 1.2], [0.2, 1.6, -0.6], [0.3, 0.3, -0.1], [-1.2, -0.3, 1.0], [-0.5, 0.0, 0.4], [1.2, 0.0, -1.6], [-0.6, 0.9, -1.7], [2.2, -0.8, 0.6], [-1.1, 0.0, 1.1], [0.6, 0.5, -0.6], [0.2, 0.1, 0.2], [0.0, -0.2, -0.5], [-0.3, 0.3, 0.8], [0.4, 0.4, -0.5], [-0.4, -0.5, -0.3], [-0.4, 0.8, 1.5], [0.9, -1.4, -1.3], [0.0, 0.7, -0.3], [2.3, -0.6, 0.1], [-0.3, 0.3, -0.1], [-1.3, 0.3, 0.2], [0.0, 0.8, -0.7], [-0.3, 0.1, 0.1], [0.3, -0.7, 0.5], [1.8, 0.6, -1.0], [-1.0, 0.2, -0.2], [-0.6, -0.7, 1.3], [0.5, 1.1, -0.3], [0.2, -0.1, 0.6], [-0.3, -0.2, 0.1], [-0.9, 0.6, 0.2], [-0.3, -0.6, -0.3], [1.2, 0.0, -0.1]],
  "e_above_lowest_kj_mol": 217.8,
  "gap_ev": 8.22,
  "lumo_ha": 0.059,
  "largest_force_ha_per_bohr": 0.057,
  "charge": -1,
  "total_energy_ev": -38397.6070,
  "spin_multiplicity": 1
}

Record 3
{
  "formula": "CH32O19",
  "method": "ωB97M-V/def2-TZVPD",
  "species": ["C", "O", "O", "O", "O", "H", "H", "O", "H", "H", "O", "H", "H", "O", "H", "H", "O", "H", "H", "O", "H", "H", "O", "H", "H", "O", "H", "H", "O", "H", "H", "O", "H", "H", "O", "H", "H", "O", "H", "H", "O", "H", "H", "O", "H", "H", "O", "H", "H", "O", "H", "H"],
  "coordinates": [[0.089, -0.188, 0.062], [0.705, 1.116, 0.046], [-0.930, -0.453, 0.853], [0.613, -1.076, -0.782], [-1.162, 3.138, 0.045], [-0.797, 4.000, -0.243], [-0.596, 2.412, -0.238], [-2.836, 0.736, -0.327], [-2.588, 1.647, -0.136], [-2.134, 0.259, 0.035], [0.502, -0.456, -3.414], [0.595, -0.608, -2.449], [0.383, -1.351, -3.697], [2.419, -2.869, -0.328], [3.223, -2.505, -0.550], [1.746, -2.162, -0.372], [1.194, 2.380, -2.309], [1.450, 3.190, -1.874], [1.126, 1.798, -1.549], [0.139, 1.990, 2.836], [-0.547, 1.318, 3.113], [0.245, 1.753, 1.908], [-1.666, -2.249, -1.462], [-0.945, -1.845, -0.956], [-2.413, -1.929, -0.922], [0.948, -3.332, -2.796], [1.380, -3.149, -1.934], [1.715, -3.314, -3.384], [-1.426, -0.209, 3.291], [-0.701, -0.777, 3.498], [-1.283, -0.360, 2.339], [1.867, 3.310, 0.853], [2.719, 3.049, 1.130], [1.475, 2.508, 0.535], [-1.569, 2.009, -2.562], [-1.952, 1.159, -2.501], [-0.578, 2.012, -2.485], [0.438, -2.695, 1.841], [-0.016, -1.963, 1.384], [0.554, -3.316, 1.170], [2.547, 0.345, 1.743], [1.771, 0.377, 1.220], [2.713, -0.621, 1.956], [-3.405, 1.895, 2.101], [-2.969, 1.790, 2.966], [-2.980, 1.233, 1.607], [2.759, -0.055, -1.541], [1.908, -0.090, -1.105], [3.425, -0.432, -1.007], [-2.654, -2.551, 1.250], [-2.533, -2.877, 2.160], [-1.951, -1.970, 1.000]],
  "forces_ev_per_a": [[1.5, 2.5, -1.0], [-3.3, -5.5, 0.1], [3.5, 0.1, -2.4], [-2.4, 2.2, 3.5], [-0.5, 1.3, 0.3], [-0.1, -1.2, 0.1], [0.4, 0.2, -0.2], [-2.4, 1.2, -1.1], [0.0, 0.6, -0.5], [1.6, -1.4, 0.8], [0.1, 0.7, 0.4], [-0.1, 0.3, -0.8], [-0.3, -0.9, -0.3], [-2.3, -2.1, 0.9], [2.6, 1.4, -0.8], [0.1, 0.4, 0.1], [0.0, 0.5, -0.7], [0.1, 0.6, 0.1], [0.2, -0.8, 0.5], [-1.1, -0.9, 0.8], [1.0, 1.0, -0.1], [0.1, 0.4, -0.2], [-1.0, 0.3, 0.7], [0.4, -0.4, -0.8], [0.0, -0.5, -0.7], [0.7, -0.2, 0.1], [-0.4, -0.2, -0.4], [-0.2, 0.0, 0.0], [-0.6, -0.3, 0.3], [1.0, -0.7, 1.4], [-0.8, 0.8, -0.6], [-0.5, 2.0, -0.4], [1.4, -0.5, 0.6], [-0.5, -0.8, -0.2], [1.1, 2.1, -0.5], [0.0, -1.5, 0.3], [-1.2, -0.4, -0.4], [-0.5, 1.7, 1.8], [0.1, -0.3, 0.3], [0.5, -1.8, -1.7], [2.6, -2.2, 1.8], [-1.2, 0.4, -1.0], [-0.5, 1.8, -0.4], [-0.7, 1.3, 2.3], [-0.3, 0.3, -0.4], [0.5, -1.5, -1.4], [1.0, 0.9, -2.1], [0.1, -0.2, 0.4], [0.7, -0.3, 1.2], [-1.6, -1.5, 0.8], [0.3, 0.6, -0.8], [0.8, 0.6, 0.3]],
  "e_above_lowest_kj_mol": 160.0,
  "gap_ev": 8.85,
  "lumo_ha": 0.179,
  "largest_force_ha_per_bohr": 0.125,
  "charge": -2,
  "total_energy_ev": -40461.7573,
  "spin_multiplicity": 1
}

Record 4
{
  "formula": "CH3BCl2O2",
  "method": "ωB97M-V/def2-TZVPD",
  "species": ["B", "C", "O", "O", "Cl", "Cl", "H", "H", "H"],
  "coordinates": [[-0.084, 0.411, 0.076], [0.236, -1.161, -0.147], [0.917, 1.148, 0.564], [-1.181, 0.826, -0.668], [1.870, -1.681, 0.347], [-1.005, -1.940, 0.850], [-0.076, -1.328, -1.131], [0.729, 1.953, 0.978], [-1.407, 1.771, -0.869]],
  "forces_ev_per_a": [[0.1, -0.5, -2.3], [-0.2, 1.5, 2.0], [0.6, -1.1, 0.3], [-0.2, 0.9, 0.4], [-0.6, 0.1, -0.6], [-0.4, -0.6, 0.4], [0.4, -1.0, -1.6], [-0.4, 2.1, 0.7], [0.7, -1.4, 0.7]],
  "e_above_lowest_kj_mol": 47.6,
  "gap_ev": 10.27,
  "lumo_ha": 0.004,
  "largest_force_ha_per_bohr": 0.049,
  "smiles": "OB(O)C(Cl)Cl",
  "total_energy_ev": -30904.2211,
  "spin_multiplicity": 1
}

Record 5
{
  "formula": "CH3Br2ClP",
  "method": "ωB97M-V/def2-TZVPD",
  "species": ["C", "P", "Cl", "Br", "Br", "H", "H", "H"],
  "coordinates": [[1.640, 0.835, -0.392], [-2.299, -1.290, 1.208], [-2.601, -2.686, -0.065], [-2.894, 0.758, 0.449], [0.560, -0.729, 0.292], [1.861, 1.429, 0.408], [1.241, 1.398, -1.257], [2.492, 0.286, -0.642]],
  "forces_ev_per_a": [[-1.5, -0.8, -1.7], [0.6, 2.6, 0.2], [-0.3, -0.2, -0.8], [0.1, -1.9, 0.4], [-0.1, 0.3, -0.2], [0.2, 1.5, 2.1], [-0.3, -0.8, 0.7], [1.3, -0.7, -0.7]],
  "e_above_lowest_kj_mol": 204.5,
  "gap_ev": 7.21,
  "lumo_ha": -0.275,
  "largest_force_ha_per_bohr": 0.052,
  "charge": 1,
  "total_energy_ev": -162973.7680,
  "spin_multiplicity": 1
}

Record 6
{
  "formula": "CH3Br2OP",
  "method": "ωB97M-V/def2-TZVPD",
  "species": ["C", "O", "P", "Br", "Br", "H", "H", "H"],
  "coordinates": [[0.503, 0.136, 1.232], [0.364, -0.458, -0.029], [-1.272, -0.328, -1.024], [-0.749, 1.580, -2.056], [-0.548, -1.765, -2.530], [1.020, 1.162, 0.984], [1.076, -0.493, 1.751], [-0.395, 0.166, 1.671]],
  "forces_ev_per_a": [[1.5, 3.8, -4.6], [-3.2, -1.1, -3.3], [3.9, 0.0, 1.8], [-0.2, -0.1, 0.1], [-0.2, 0.0, 0.2], [-1.1, -1.6, 1.4], [2.7, -2.1, 2.3], [-3.4, 0.9, 2.1]],
  "e_above_lowest_kj_mol": 196.2,
  "gap_ev": 9.90,
  "lumo_ha": -0.004,
  "largest_force_ha_per_bohr": 0.120,
  "smiles": "COP(Br)Br",
  "total_energy_ev": -152506.8174,
  "spin_multiplicity": 1
}

Record 7
{
  "formula": "CH3Br2P",
  "method": "ωB97M-V/def2-TZVPD",
  "species": ["C", "P", "Br", "Br", "H", "H", "H"],
  "coordinates": [[2.266, -0.172, -0.406], [-2.919, -0.375, 0.396], [3.752, -1.225, -0.001], [2.327, 1.638, 0.024], [1.771, -0.411, -1.332], [-3.626, -0.126, 1.575], [-3.571, 0.672, -0.257]],
  "forces_ev_per_a": [[0.4, 0.1, 0.0], [0.4, -0.4, -0.1], [-0.2, 0.1, 0.0], [-0.1, -0.1, 0.0], [-0.1, -0.1, 0.0], [-0.2, 0.1, 0.4], [-0.2, 0.4, -0.2]],
  "e_above_lowest_kj_mol": 492.7,
  "gap_ev": [8.39, 7.24],
  "lumo_ha": [-0.025, -0.048],
  "largest_force_ha_per_bohr": 0.012,
  "total_energy_ev": -150455.6170,
  "spin_multiplicity": 1
}

Record 8
{
  "formula": "CH3Br2P",
  "method": "ωB97M-V/def2-TZVPD",
  "species": ["C", "P", "Br", "Br", "H", "H", "H"],
  "coordinates": [[0.671, 0.057, -0.163], [-0.989, -0.091, -0.551], [0.895, -2.043, 2.096], [-2.092, 1.487, 0.460], [1.085, 0.550, 0.660], [1.129, -0.618, -0.868], [-0.700, 0.659, -1.633]],
  "forces_ev_per_a": [[-0.4, -1.8, 0.7], [-1.5, -0.9, 0.6], [-0.1, 0.8, -0.9], [-0.2, 0.4, 0.5], [1.1, 0.7, 0.8], [1.2, 0.2, 0.1], [0.0, 0.7, -1.9]],
  "e_above_lowest_kj_mol": 381.0,
  "gap_ev": [5.90, 8.39],
  "lumo_ha": [-0.109, -0.060],
  "largest_force_ha_per_bohr": 0.040,
  "total_energy_ev": -150456.7739,
  "spin_multiplicity": 1
}

Record 9
{
  "formula": "CH3BrCl2OSi",
  "method": "ωB97M-V/def2-TZVPD",
  "species": ["C", "O", "Si", "Cl", "Cl", "Br", "H", "H", "H"],
  "coordinates": [[1.339, 0.263, -0.357], [0.201, 0.516, 0.387], [-1.323, 0.189, 0.660], [-0.707, -2.616, -1.032], [-1.768, -0.118, 2.576], [-2.640, 1.083, -0.802], [1.443, -0.844, -0.608], [2.241, 0.607, 0.288], [1.214, 0.920, -1.112]],
  "forces_ev_per_a": [[2.8, -2.2, 2.6], [-2.6, -0.2, 2.3], [1.8, -1.4, -1.8], [-0.4, 1.5, 1.0], [-0.2, 0.1, -0.4], [-0.1, -0.2, 0.6], [-0.4, 1.6, 0.1], [-1.4, -0.7, -1.1], [0.5, 1.5, -3.3]],
  "e_above_lowest_kj_mol": 324.0,
  "gap_ev": 7.14,
  "lumo_ha": -0.064,
  "largest_force_ha_per_bohr": 0.086,
  "total_energy_ev": -106099.5349,
  "spin_multiplicity": 1
}

Record 10
{
  "formula": "CH3BrCl2P",
  "method": "ωB97M-V/def2-TZVPD",
  "species": ["C", "P", "Cl", "Cl", "Br", "H", "H", "H"],
  "coordinates": [[-0.040, -0.159, 0.158], [0.626, -2.291, 0.990], [2.298, -3.080, 0.321], [0.510, -2.320, 2.964], [-0.942, -3.581, 0.259], [-1.070, -0.260, -0.013], [0.499, -0.130, -0.748], [0.405, 0.548, 0.670]],
  "forces_ev_per_a": [[0.5, -5.1, -1.9], [-1.8, 2.2, -1.0], [0.0, 0.4, 0.3], [0.3, 0.0, -0.4], [0.2, 0.2, 0.1], [-1.3, -0.3, 0.5], [0.5, -0.7, -1.4], [1.5, 3.3, 3.8]],
  "e_above_lowest_kj_mol": 0.0,
  "gap_ev": 9.77,
  "lumo_ha": -0.220,
  "largest_force_ha_per_bohr": 0.106,
  "charge": 1,
  "total_energy_ev": -105454.2728,
  "spin_multiplicity": 1
}